Here is the molecule C5H6Cl3P at a distorted geometry from the Open Molecules 2025 dataset. Energies are from ωB97M-V/def2-TZVPD.

Last column: Löwdin charge in e.
CARTESIAN COORDINATES (ANGSTROEM)
C -1.091 0.919 0.145  -0.161
C -1.600 -0.054 -0.654  -0.217
C 0.113 0.708 0.979  -0.333
C -1.150 -1.379 -0.647  -0.048
C 1.399 0.609 0.110  -1.480
P 1.545 -0.843 -1.075  0.499
Cl 1.477 2.034 -0.959  0.566
Cl 2.796 0.669 1.225  0.534
Cl 2.207 -2.246 0.155  0.152
H -1.467 1.925 0.061  0.097
H -2.372 0.208 -1.368  0.104
H 0.247 1.545 1.665  0.102
H 0.060 -0.219 1.551  0.102
H -0.714 -1.816 0.233  0.028
H -1.450 -2.058 -1.424  0.055

LUMO (spin up / spin down) in eV: -0.8 / -1.0
Net charge: 0
ΔE to the lowest compared entry with this formula, charge and spin in kcal/mol: 21.15
Kohn-Sham gap (spin up / spin down) in eV: 7.25 / 7.10
HOMO level (spin up / spin down) in eV: -8.0 / -8.1